# C4H14N2O

2 unconnected molecules or ions with the total composition C4H14N2O in a non-equilibrium geometry (ωB97M-V/def2-TZVPD, the Open Molecules 2025 dataset).

The calculation puts the total energy at -345.530830 Eh. As for the SMILES: CNC[C@H](C)N.O. The HOMO energy is -8.55 eV. The charge is 0. As for the lowest unoccupied orbital energy: 0.99 eV.

Each line ends with the Löwdin charge.
Positions of all 21 atoms, in Å:
N 1.173 0.845 -1.046  0.038
C 1.436 -0.187 -0.103  -0.483
C 2.642 0.105 0.757  -0.078
C 0.248 -0.550 0.825  -0.213
N -0.941 -1.022 0.101  -0.155
C -2.220 -0.924 0.801  -0.130
H 0.291 0.771 -1.538  0.042
H 1.202 1.802 -0.724  0.077
H 1.573 -1.120 -0.681  0.135
H 3.492 0.550 0.243  0.076
H 2.413 0.805 1.570  0.079
H 2.953 -0.811 1.266  0.075
H 0.591 -1.342 1.509  0.117
H -0.057 0.363 1.355  0.126
H -0.702 -1.983 -0.106  0.105
H -2.591 0.102 0.837  0.072
H -2.127 -1.293 1.829  0.080
H -2.933 -1.445 0.161  0.085
H -2.034 1.648 -2.160  0.018
H -1.730 0.600 -0.975  -0.012
O -1.815 1.516 -1.263  -0.055